Entry 1:
{
  "formula": "C3H7BO3",
  "method": "wB97M-V/def2-TZVPD",
  "species": ["C", "C", "O", "C", "B", "O", "O", "H", "H", "H", "H", "H", "H", "H"],
  "positions_angstrom": [[0.3146, -1.1921, -1.1011], [-0.5731, -0.2489, -1.3941], [-0.6562, 0.9679, -0.9155], [0.1046, 1.4552, 0.1966], [0.0358, 0.5850, 1.4328], [0.9748, 0.4153, 2.3302], [-1.2331, -0.0775, 1.7122], [0.9497, -1.1922, -0.2892], [0.4720, -2.1711, -1.6496], [-1.1621, -0.4024, -2.2793], [-0.6120, 2.3104, 0.6209], [1.0695, 1.8398, -0.1441], [0.6478, 0.3334, 3.2154], [-1.9437, 0.0906, 1.1868]],
  "homo_energy_ev": -8.84,
  "smiles": "C=COCB(O)O",
  "lumo_energy_ha": 0.0181,
  "orbital_gap_ev": 9.33,
  "relative_energy_kcal_mol": 44.5
}


Entry 2:
{
  "formula": "C3H7BS3",
  "method": "wB97M-V/def2-TZVPD",
  "species": ["C", "S", "B", "S", "C", "C", "S", "H", "H", "H", "H", "H", "H", "H"],
  "positions_angstrom": [[-2.8817, 0.7543, -0.3570], [-2.5084, -0.9860, 0.0399], [-0.7833, -0.9685, 0.1233], [0.4119, -2.4477, 0.1799], [1.7716, -1.4123, -0.6153], [1.8322, -0.0424, 0.0077], [0.2182, 0.7667, 0.0675], [-3.9638, 0.9672, -0.0758], [-2.6778, 0.8528, -1.4358], [-2.3956, 1.5347, 0.0229], [1.3312, -1.3393, -1.6538], [2.6588, -1.9548, -0.5058], [2.0960, -0.1891, 1.1323], [2.4880, 0.6116, -0.7155]],
  "homo_energy_ev": -8.90,
  "smiles": "CSB1SCCS1",
  "lumo_energy_ha": 0.0170,
  "orbital_gap_ev": 9.36,
  "relative_energy_kcal_mol": 17.3
}


Entry 3:
{
  "formula": "C3H7BrFNO2S",
  "method": "wB97M-V/def2-TZVPD",
  "species": ["C", "C", "C", "N", "O", "O", "F", "S", "Br", "H", "H", "H", "H", "H", "H", "H"],
  "positions_angstrom": [[-2.6113, -0.2253, -0.3075], [-1.3460, -0.3597, 0.6322], [2.5687, 0.5383, -0.7574], [-0.2273, 0.1617, -0.1562], [1.3332, -1.7708, 0.0362], [1.6283, -0.1618, 1.7524], [3.4478, -0.4307, -1.0059], [1.3600, -0.3999, 0.3553], [-0.0719, 2.0057, 0.0039], [-2.6762, -0.8134, -1.1490], [-3.4349, -0.3828, 0.3554], [-2.6328, 0.8350, -0.4221], [-1.6023, 0.3225, 1.3764], [-1.1599, -1.3302, 1.1984], [2.2308, 0.7880, -1.8143], [3.1940, 1.2232, -0.0979]],
  "homo_energy_ev": -10.05,
  "lumo_energy_ha": 0.0010,
  "orbital_gap_ev": 10.08,
  "relative_energy_kcal_mol": 0.0
}


Entry 4:
{
  "formula": "C3H7BrN2O",
  "method": "wB97M-V/def2-TZVPD",
  "species": ["C", "C", "C", "N", "N", "O", "Br", "H", "H", "H", "H", "H", "H", "H"],
  "positions_angstrom": [[-0.9217, 0.5925, 0.4362], [1.1146, -0.2021, -0.6011], [-1.0890, -1.4031, -0.7624], [0.8998, 2.0014, 1.0797], [-0.2968, -0.4180, -0.1876], [-1.9845, 0.8585, 0.8539], [1.8942, 1.4482, 2.5287], [1.6864, 0.2025, 0.2195], [1.5439, -1.1898, -1.0839], [1.0202, 0.6600, -1.2615], [-2.0829, -1.1157, -0.5486], [-0.9677, -1.5871, -1.8204], [-0.9838, -2.4583, -0.1865], [0.1672, 2.6110, 1.3340]],
  "homo_energy_ev": [-7.95, -8.46],
  "lumo_energy_ha": [-0.0150, -0.0061],
  "orbital_gap_ev": [7.54, 8.30],
  "relative_energy_kcal_mol": 75.9
}


Entry 5:
{
  "formula": "C3H7BrN2S",
  "method": "wB97M-V/def2-TZVPD",
  "species": ["C", "C", "C", "N", "N", "S", "Br", "H", "H", "H", "H", "H", "H", "H"],
  "positions_angstrom": [[0.0096, 0.3238, 0.9164], [0.2741, -1.8583, 0.2232], [-0.5235, 1.5878, 1.0165], [-0.5634, -0.6707, 0.3305], [-0.2687, 0.3703, -1.7952], [0.1284, 1.8710, -1.4410], [0.3046, 2.9232, 2.0569], [1.1342, 0.3464, 1.3356], [-0.2216, -2.7227, 0.7666], [1.3604, -1.6818, 0.6291], [0.4751, -2.0521, -0.9072], [-1.4990, 1.7692, 0.9915], [-1.0642, 0.1225, -2.3645], [0.4539, -0.3288, -1.7584]],
  "homo_energy_ev": [-8.31, -8.31],
  "lumo_energy_ha": [-0.0185, -0.0185],
  "orbital_gap_ev": [7.81, 7.81],
  "relative_energy_kcal_mol": 48.2
}


Entry 6:
{
  "formula": "C3H7BrN2Si",
  "method": "wB97M-V/def2-TZVPD",
  "species": ["C", "C", "C", "N", "N", "Si", "Br", "H", "H", "H", "H", "H", "H", "H"],
  "positions_angstrom": [[-0.5110, 1.1613, -1.1633], [-1.0388, 1.7670, 0.1159], [1.2715, -2.2535, 0.0506], [0.5166, 0.4418, -1.2886], [-0.5798, 1.1584, 1.3018], [1.3698, -0.3844, -0.0549], [3.4485, 0.4156, 0.0762], [-1.0029, 1.4837, -2.1718], [-0.6716, 2.7786, 0.0681], [-2.0752, 1.8073, 0.2447], [2.0925, -2.7092, -0.2773], [1.0173, -2.7007, 1.0928], [0.3403, -2.6801, -0.4031], [0.0207, 1.7684, 1.8159]],
  "homo_energy_ev": [-5.73, -9.85],
  "lumo_energy_ha": [0.0245, -0.0558],
  "orbital_gap_ev": [6.40, 8.33],
  "spin_multiplicity": 3,
  "relative_energy_kcal_mol": 36.2,
  "s2": 2.0055
}


Entry 7:
{
  "formula": "C3H7BrO",
  "method": "wB97M-V/def2-TZVPD",
  "species": ["C", "C", "C", "O", "H", "H", "H", "H", "H", "H", "Br", "H"],
  "positions_angstrom": [[1.0443, -1.3722, 0.0905], [0.0969, -0.1920, 0.0597], [0.7125, 1.1694, -0.1545], [-1.1356, -0.3369, 0.0217], [1.3839, -1.3503, -1.0265], [0.4451, -2.1372, 0.3738], [1.7268, -1.2508, 0.8879], [1.7072, 1.2831, 0.3691], [0.0219, 1.8244, 0.2092], [1.1545, 1.3450, -1.1835], [-4.3437, 0.5693, 0.2605], [-2.8137, 0.4483, 0.0921]],
  "homo_energy_ev": -10.04,
  "smiles": "CC(C)=O.Br",
  "lumo_energy_ha": 0.0187,
  "orbital_gap_ev": 10.55,
  "relative_energy_kcal_mol": 18.2
}


Entry 8:
{
  "formula": "C3H7BrO2",
  "method": "wB97M-V/def2-TZVPD",
  "species": ["C", "O", "C", "O", "C", "Br", "H", "H", "H", "H", "H", "H", "H"],
  "positions_angstrom": [[1.8547, -0.6424, -0.7553], [0.4596, -0.6058, -0.4565], [-0.1111, 0.5544, 0.0422], [-0.7007, 1.3697, -0.8529], [-1.4530, -0.0519, 1.1378], [-3.0564, -0.5151, 0.0675], [2.3002, -1.7056, -0.5639], [2.3485, 0.1098, 0.0075], [2.0430, -0.4015, -1.8174], [0.6798, 0.9954, 0.7094], [-1.6190, 1.0694, -1.0271], [-1.7482, 0.7351, 1.8911], [-0.9975, -0.9114, 1.6174]],
  "homo_energy_ev": -9.93,
  "smiles": "CO[C@@H](O)CBr",
  "lumo_energy_ha": 0.0295,
  "orbital_gap_ev": 10.73,
  "relative_energy_kcal_mol": 38.7
}